# 1
{"formula": "C50H67FN5S3SbTi", "method": "ωB97M-V with the def2-TZVPD basis set", "e_lumo_ev": [0.32, -0.40], "e_homo_ev": [-6.36, -6.59], "relative_energy_kcal_mol": 20.19, "symbols": ["Ti", "C", "C", "C", "C", "C", "C", "N", "C", "C", "C", "C", "C", "C", "N", "N", "C", "C", "C", "C", "C", "N", "H", "H", "H", "H", "H", "H", "H", "H", "H", "H", "H", "H", "H", "C", "C", "S", "C", "C", "S", "C", "C", "S", "H", "H", "H", "H", "H", "H", "H", "H", "H", "H", "H", "H", "C", "C", "C", "C", "C", "C", "C", "C", "C", "C", "C", "C", "N", "C", "C", "C", "C", "C", "C", "F", "H", "H", "H", "H", "H", "H", "H", "H", "H", "H", "H", "H", "H", "H", "H", "H", "H", "H", "H", "H", "H", "C", "C", "C", "Sb", "C", "C", "C", "C", "C", "C", "H", "H", "H", "H", "H", "H", "H", "H", "H", "H", "H", "H", "H", "H", "H", "H", "H", "H", "H", "H", "H"], "positions_angstrom": [[-0.135, 0.155, 0.687], [-1.295, -1.493, -4.638], [-0.709, -2.146, -3.566], [-0.745, -1.591, -2.303], [-1.425, -0.390, -2.058], [-1.966, 0.285, -3.165], [-1.897, -0.261, -4.427], [-1.546, 0.076, -0.767], [-2.695, 0.698, -0.386], [-3.959, 0.610, -0.993], [-5.042, 1.281, -0.467], [-4.911, 2.112, 0.645], [-3.689, 2.243, 1.258], [-2.589, 1.516, 0.782], [-1.338, 1.546, 1.277], [-0.950, 2.491, 2.121], [0.379, 2.509, 2.255], [1.004, 3.461, 3.094], [2.372, 3.557, 3.099], [3.111, 2.698, 2.276], [2.437, 1.768, 1.515], [1.111, 1.633, 1.497], [-1.272, -1.929, -5.626], [-0.233, -3.105, -3.717], [-0.317, -2.120, -1.461], [-2.436, 1.245, -3.008], [-2.320, 0.284, -5.259], [-4.095, -0.004, -1.871], [-6.012, 1.163, -0.926], [-5.769, 2.643, 1.025], [-3.556, 2.882, 2.114], [0.382, 4.100, 3.697], [2.875, 4.283, 3.719], [4.186, 2.755, 2.234], [2.993, 1.100, 0.873], [-0.856, 4.868, -3.678], [-1.754, 4.196, -2.655], [-0.872, 3.235, -1.381], [-0.061, 4.561, -0.424], [1.453, 4.667, -0.628], [2.209, 3.172, -1.365], [2.874, 3.761, -2.966], [1.972, 4.558, -3.893], [0.403, 3.739, -4.378], [-0.339, 5.721, -3.246], [-1.464, 5.212, -4.516], [-2.388, 3.458, -3.144], [-2.390, 4.933, -2.159], [-0.279, 4.326, 0.617], [-0.556, 5.495, -0.679], [1.939, 4.798, 0.339], [1.723, 5.501, -1.274], [3.170, 2.833, -3.451], [3.769, 4.352, -2.754], [2.521, 4.727, -4.823], [1.715, 5.527, -3.469], [-1.911, -0.853, 5.504], [-1.917, 0.059, 4.268], [-2.339, 1.466, 4.695], [-2.818, -0.556, 3.215], [-4.195, -0.515, 3.386], [-5.045, -1.183, 2.527], [-4.520, -1.961, 1.514], [-3.151, -2.029, 1.300], [-2.593, -2.994, 0.274], [-2.566, -4.421, 0.838], [-3.370, -2.999, -1.043], [-2.295, -1.268, 2.116], [-0.894, -1.256, 1.881], [-0.159, -2.086, 2.655], [-0.665, -3.141, 3.453], [0.178, -3.951, 4.183], [1.554, -3.756, 4.196], [2.094, -2.733, 3.431], [1.237, -1.955, 2.695], [1.744, -0.942, 1.877], [-1.256, -0.445, 6.271], [-1.560, -1.851, 5.253], [-2.917, -0.934, 5.913], [-0.892, 0.125, 3.868], [-3.322, 1.465, 5.158], [-2.344, 2.135, 3.843], [-1.627, 1.849, 5.423], [-4.609, 0.033, 4.218], [-6.114, -1.131, 2.673], [-5.187, -2.538, 0.893], [-1.561, -2.690, 0.067], [-3.542, -4.690, 1.239], [-1.826, -4.521, 1.628], [-2.312, -5.124, 0.046], [-4.322, -3.511, -0.933], [-2.797, -3.517, -1.809], [-3.554, -1.987, -1.386], [-1.733, -3.306, 3.477], [-0.244, -4.761, 4.760], [2.192, -4.380, 4.800], [3.156, -2.543, 3.400], [1.670, -3.637, -0.043], [2.319, -3.071, -1.296], [3.619, -3.802, -1.569], [2.412, -0.827, -1.091], [2.817, -0.196, -3.190], [1.597, 0.519, -3.741], [3.241, -1.306, -4.131], [4.563, -0.534, -0.412], [4.814, -1.163, 0.950], [5.636, -0.966, -1.396], [1.436, -4.693, -0.180], [0.742, -3.119, 0.209], [2.343, -3.557, 0.808], [1.650, -3.216, -2.148], [4.290, -3.735, -0.717], [4.121, -3.417, -2.453], [3.411, -4.860, -1.738], [3.633, 0.525, -3.081], [0.829, -0.197, -4.014], [1.854, 1.082, -4.639], [1.171, 1.213, -3.017], [2.490, -2.092, -4.159], [4.195, -1.738, -3.841], [3.344, -0.910, -5.142], [4.626, 0.557, -0.321], [4.691, -2.244, 0.907], [4.146, -0.764, 1.708], [5.837, -0.959, 1.270], [5.660, -2.043, -1.518], [6.611, -0.655, -1.017], [5.499, -0.500, -2.368]]}



# 2
{"formula": "C50H67FN5S3SbTi", "method": "ωB97M-V with the def2-TZVPD basis set", "e_lumo_ev": [0.25, -1.27], "spin_multiplicity": 3, "e_homo_ev": [-6.65, -6.88], "relative_energy_kcal_mol": 17.33, "symbols": ["Ti", "C", "C", "C", "C", "C", "C", "N", "C", "C", "C", "C", "C", "C", "N", "N", "C", "C", "C", "C", "C", "N", "H", "H", "H", "H", "H", "H", "H", "H", "H", "H", "H", "H", "H", "C", "C", "S", "C", "C", "S", "C", "C", "S", "H", "H", "H", "H", "H", "H", "H", "H", "H", "H", "H", "H", "C", "C", "C", "C", "C", "C", "C", "C", "C", "C", "C", "C", "N", "C", "C", "C", "C", "C", "C", "F", "H", "H", "H", "H", "H", "H", "H", "H", "H", "H", "H", "H", "H", "H", "H", "H", "H", "H", "H", "H", "H", "C", "C", "C", "Sb", "C", "C", "C", "C", "C", "C", "H", "H", "H", "H", "H", "H", "H", "H", "H", "H", "H", "H", "H", "H", "H", "H", "H", "H", "H", "H", "H"], "positions_angstrom": [[0.347, -0.532, 1.109], [5.417, 1.788, 0.108], [4.582, 1.024, -0.693], [3.247, 0.859, -0.365], [2.712, 1.432, 0.793], [3.570, 2.188, 1.601], [4.896, 2.376, 1.251], [1.357, 1.229, 1.113], [0.612, 2.275, 1.600], [0.956, 3.638, 1.624], [0.079, 4.578, 2.126], [-1.168, 4.210, 2.636], [-1.577, 2.898, 2.547], [-0.721, 1.940, 1.994], [-1.050, 0.647, 1.698], [-2.321, 0.258, 1.660], [-2.439, -0.963, 1.105], [-3.698, -1.583, 1.011], [-3.805, -2.812, 0.414], [-2.654, -3.421, -0.105], [-1.453, -2.770, 0.009], [-1.309, -1.574, 0.613], [6.458, 1.926, -0.153], [4.975, 0.561, -1.591], [2.594, 0.324, -1.037], [3.190, 2.612, 2.521], [5.533, 2.973, 1.892], [1.904, 3.960, 1.217], [0.360, 5.624, 2.115], [-1.822, 4.960, 3.061], [-2.557, 2.583, 2.880], [-4.554, -1.059, 1.413], [-4.763, -3.307, 0.334], [-2.702, -4.382, -0.597], [-0.559, -3.229, -0.390], [-1.457, -0.980, -6.035], [-2.063, -1.730, -4.857], [-1.098, -1.719, -3.317], [0.488, -2.402, -3.905], [1.596, -1.395, -4.287], [1.366, 0.291, -3.619], [1.529, 1.313, -5.112], [0.561, 1.004, -6.251], [-1.186, 0.808, -5.748], [-2.137, -1.062, -6.884], [-0.499, -1.414, -6.319], [-2.223, -2.772, -5.144], [-3.021, -1.297, -4.568], [0.260, -3.057, -4.747], [0.818, -3.023, -3.076], [1.680, -1.293, -5.367], [2.553, -1.749, -3.904], [2.557, 1.242, -5.472], [1.361, 2.322, -4.733], [0.845, 0.097, -6.782], [0.584, 1.829, -6.963], [-1.344, -1.160, 4.472], [-0.666, -2.523, 4.623], [-1.055, -3.510, 3.521], [0.830, -2.301, 4.771], [1.329, -2.512, 6.053], [2.659, -2.322, 6.364], [3.516, -1.896, 5.372], [3.074, -1.670, 4.073], [4.125, -1.218, 3.072], [4.896, -0.011, 3.615], [5.135, -2.330, 2.755], [1.709, -1.874, 3.749], [1.314, -1.780, 2.362], [1.770, -2.839, 1.611], [2.211, -4.068, 2.152], [2.686, -5.092, 1.358], [2.761, -4.961, -0.023], [2.328, -3.778, -0.598], [1.840, -2.781, 0.209], [1.383, -1.601, -0.413], [-2.396, -1.263, 4.199], [-0.840, -0.578, 3.707], [-1.279, -0.605, 5.410], [-1.015, -2.958, 5.563], [-0.757, -3.154, 2.541], [-2.137, -3.653, 3.520], [-0.586, -4.480, 3.698], [0.649, -2.855, 6.824], [3.021, -2.504, 7.368], [4.561, -1.743, 5.606], [3.636, -0.916, 2.143], [5.498, -0.286, 4.482], [4.214, 0.786, 3.908], [5.567, 0.373, 2.849], [5.688, -2.611, 3.653], [5.851, -1.977, 2.010], [4.646, -3.218, 2.365], [2.170, -4.201, 3.224], [3.021, -6.012, 1.821], [3.143, -5.761, -0.641], [2.383, -3.625, -1.667], [-4.744, 2.593, 0.479], [-3.617, 3.337, -0.233], [-4.137, 4.546, -1.001], [-2.351, 1.857, -1.305], [-1.200, 3.155, -2.684], [-0.292, 4.066, -1.864], [-1.979, 3.926, -3.741], [-3.785, 1.078, -2.813], [-4.316, -0.253, -2.285], [-4.938, 1.980, -3.233], [-5.264, 3.268, 1.166], [-4.351, 1.754, 1.055], [-5.484, 2.212, -0.228], [-2.923, 3.699, 0.525], [-4.741, 4.267, -1.863], [-3.317, 5.181, -1.337], [-4.769, 5.150, -0.339], [-0.580, 2.414, -3.196], [-0.871, 4.768, -1.260], [0.365, 4.648, -2.520], [0.338, 3.483, -1.188], [-2.689, 4.624, -3.301], [-2.518, 3.246, -4.402], [-1.285, 4.508, -4.361], [-3.150, 0.898, -3.685], [-4.907, -0.100, -1.379], [-3.499, -0.934, -2.036], [-4.959, -0.745, -3.025], [-5.623, 2.162, -2.404], [-5.512, 1.497, -4.032], [-4.589, 2.939, -3.613]]}



# 3
{"formula": "C50H71LaN11O2S2", "method": "ωB97M-V with the def2-TZVPD basis set", "charge": 1, "e_lumo_ev": -2.13, "e_homo_ev": -9.56, "symbols": ["La", "C", "C", "C", "C", "C", "C", "C", "C", "C", "C", "C", "C", "C", "C", "C", "C", "C", "H", "H", "H", "H", "H", "H", "H", "H", "H", "H", "H", "H", "H", "H", "H", "H", "H", "H", "H", "H", "H", "H", "H", "H", "H", "H", "H", "H", "H", "N", "C", "C", "C", "C", "C", "C", "N", "C", "C", "C", "S", "C", "N", "H", "H", "H", "H", "H", "H", "H", "C", "N", "C", "C", "N", "C", "C", "N", "C", "C", "N", "C", "N", "C", "C", "C", "N", "C", "H", "H", "H", "H", "H", "H", "H", "H", "H", "H", "H", "H", "H", "H", "H", "H", "H", "H", "H", "H", "H", "H", "H", "H", "O", "C", "O", "C", "C", "C", "C", "C", "C", "H", "H", "H", "H", "H", "C", "N", "C", "C", "N", "C", "S", "H", "H", "H", "H", "H", "H"], "positions_angstrom": [[-0.001, 0.365, 0.352], [-1.258, 0.221, 3.064], [-0.334, -0.868, 3.124], [0.988, -0.289, 3.176], [0.817, 1.134, 3.112], [-0.568, 1.456, 3.060], [-1.192, 2.836, 3.417], [-0.995, 3.864, 2.360], [-2.722, 2.637, 3.722], [-0.565, 3.439, 4.670], [2.366, -0.771, 3.622], [3.426, 0.055, 2.916], [2.579, -0.489, 5.110], [2.806, -2.266, 3.350], [-0.846, -2.299, 3.433], [-2.375, -2.388, 3.364], [-0.192, -3.410, 2.560], [-0.535, -2.544, 4.924], [-2.326, 0.139, 3.110], [1.645, 1.855, 3.223], [-1.416, 3.540, 1.397], [0.054, 3.999, 2.144], [-1.471, 4.880, 2.632], [-3.273, 2.292, 2.873], [-3.142, 3.599, 4.032], [-2.784, 1.906, 4.508], [0.435, 3.658, 4.392], [-0.582, 2.677, 5.497], [-1.017, 4.395, 4.975], [4.476, -0.308, 3.028], [3.450, 1.100, 3.185], [3.296, -0.092, 1.832], [2.608, 0.601, 5.331], [3.555, -0.906, 5.366], [1.765, -0.919, 5.714], [2.785, -2.496, 2.244], [2.294, -3.027, 3.867], [3.887, -2.377, 3.631], [-2.814, -2.169, 2.407], [-2.825, -1.674, 4.096], [-2.691, -3.399, 3.667], [-0.595, -3.345, 1.557], [-0.444, -4.418, 2.960], [0.860, -3.261, 2.481], [-1.091, -1.816, 5.493], [0.513, -2.422, 5.172], [-0.923, -3.546, 5.297], [-0.286, 4.262, -2.585], [-1.144, 3.581, -3.429], [-1.647, 3.849, -4.681], [-2.593, 2.983, -5.191], [-3.119, 1.970, -4.388], [-2.557, 1.649, -3.199], [-1.537, 2.439, -2.721], [-0.841, 2.392, -1.488], [-0.117, 3.462, -1.504], [0.787, 3.839, -0.492], [1.370, 5.036, -0.322], [2.703, 4.951, 0.768], [2.368, 3.272, 0.934], [1.311, 2.832, 0.309], [0.349, 5.025, -2.799], [-1.337, 4.737, -5.191], [-3.029, 3.189, -6.122], [-3.998, 1.403, -4.709], [-2.934, 0.850, -2.586], [1.090, 6.015, -0.688], [3.053, 2.674, 1.456], [0.600, 0.404, -3.573], [0.238, -0.987, -3.786], [0.187, -1.480, -5.168], [-0.319, -2.907, -4.971], [-1.029, -2.799, -3.682], [-1.272, -4.109, -3.023], [-0.618, -1.704, -2.985], [-0.976, -1.233, -1.769], [-2.135, -1.994, -1.190], [-2.587, -1.422, 0.155], [-2.834, 0.048, 0.058], [-3.988, 0.414, -0.321], [-4.327, 1.755, -0.514], [-3.601, 2.936, -0.248], [-5.595, 1.895, -1.133], [-6.236, 0.550, -0.862], [-5.133, -0.351, -0.583], [-5.546, -1.583, 0.095], [-0.116, 1.025, -4.063], [1.593, 0.600, -4.009], [0.700, 0.560, -2.520], [1.170, -1.499, -5.665], [-0.437, -0.891, -5.827], [0.556, -3.592, -4.890], [-0.983, -3.287, -5.725], [-1.206, -4.903, -3.768], [-2.316, -4.263, -2.636], [-0.457, -4.330, -2.327], [-1.786, -3.005, -1.007], [-2.978, -2.014, -1.848], [-1.768, -1.534, 0.846], [-3.385, -2.049, 0.527], [-2.618, 2.709, 0.122], [-4.137, 3.572, 0.505], [-3.389, 3.583, -1.173], [-5.513, 2.112, -2.239], [-6.106, 2.746, -0.707], [-6.832, 0.140, -1.640], [-6.861, 0.594, 0.032], [-6.680, -1.586, 0.117], [-5.326, -1.629, 1.127], [-5.178, -2.491, -0.448], [2.882, 2.198, -2.046], [3.144, 1.205, -1.371], [2.196, 0.414, -0.969], [4.518, 0.865, -0.908], [5.545, 1.695, -1.198], [6.820, 1.485, -0.728], [7.082, 0.509, 0.179], [6.076, -0.425, 0.432], [4.790, -0.315, -0.102], [5.319, 2.542, -1.909], [7.615, 2.155, -1.015], [8.012, 0.455, 0.600], [6.224, -1.304, 1.056], [4.077, -1.065, 0.090], [2.970, -5.447, -1.575], [3.275, -4.074, -2.016], [4.007, -3.722, -3.149], [3.846, -2.380, -3.285], [3.010, -1.921, -2.292], [2.629, -2.954, -1.523], [1.544, -2.931, -0.264], [2.097, -5.481, -0.891], [3.816, -5.926, -1.061], [2.628, -6.002, -2.445], [4.581, -4.472, -3.654], [4.323, -1.681, -3.922], [2.678, -0.983, -2.137]]}